Entry 1:
ORCA calculation (ωB97M-V with the def2-TZVPD basis set) on a 2-piece molecular cluster, C30H35N4O3 overall in a non-equilibrium geometry.

Positions of all 72 atoms, in Å:
C  7.4808  2.9047  -0.5024
O  6.9706  1.5733  -0.2786
C  5.6433  1.3490  -0.1408
C  5.2266  -0.0002  0.0569
C  3.8970  -0.3094  0.1794
C  2.8850  0.6932  0.1286
C  1.5026  0.3328  0.2568
C  0.5161  1.3178  0.2477
C  -0.8624  1.1840  0.3951
N  -1.7281  2.2246  0.3701
C  -3.1676  1.9666  0.5114
C  -3.7143  1.0288  -0.5782
C  -5.2011  0.7960  -0.4581
C  -6.0622  1.1854  -1.4874
C  -7.4438  1.0765  -1.3159
C  -7.9620  0.5191  -0.1394
C  -7.0923  0.0846  0.8687
C  -5.7099  0.2132  0.7044
C  -3.7683  3.3773  0.4598
O  -4.9409  3.6935  0.6439
N  -2.7431  4.2407  0.1996
C  -2.9462  5.6665  0.0374
C  -1.4112  3.6489  0.1497
C  -0.5434  4.2911  1.2420
C  -0.7919  3.9517  -1.2207
C  3.3273  2.0400  -0.0508
C  4.6619  2.3711  -0.1900
H  8.5524  2.7534  -0.5715
H  7.1018  3.3353  -1.4374
H  7.2498  3.5753  0.3343
H  6.0015  -0.7648  0.1027
H  3.5672  -1.3416  0.3204
H  1.2677  -0.7331  0.3725
H  0.8418  2.3390  0.0977
H  -1.3287  0.2083  0.5580
H  -3.3858  1.5301  1.5049
H  -3.4750  1.4673  -1.5606
H  -3.1700  0.0746  -0.4923
H  -5.6312  1.6043  -2.4009
H  -8.1109  1.4356  -2.1006
H  -9.0411  0.4189  -0.0105
H  -7.4807  -0.3482  1.7914
H  -5.0119  -0.1164  1.4794
H  -4.0125  5.8835  0.0876
H  -2.4235  6.2229  0.8225
H  -2.5535  5.9957  -0.9301
H  -1.0560  4.2428  2.2119
H  0.4266  3.7983  1.3225
H  -0.3781  5.3469  0.9871
H  -1.4770  3.6464  -2.0226
H  -0.6202  5.0334  -1.2987
H  0.1626  3.4390  -1.3465
H  2.6152  2.8687  -0.0831
H  4.9514  3.4176  -0.3357
C  2.3629  -9.7437  0.1147
C  2.0139  -8.3659  0.6574
O  1.4377  -8.1960  1.7239
N  2.4109  -7.3318  -0.1802
C  2.2966  -5.9548  0.0107
C  2.5991  -5.1020  -1.0755
C  2.4771  -3.7210  -0.9067
N  2.1130  -3.1206  0.2492
C  1.8510  -3.9488  1.2808
C  1.9187  -5.3557  1.2220
H  3.2167  -9.7278  -0.5739
H  2.6042  -10.4017  0.9551
H  1.5024  -10.1843  -0.4095
H  2.7451  -7.6359  -1.0854
H  2.9241  -5.5000  -2.0406
H  2.6837  -3.0479  -1.7404
H  1.5624  -3.4599  2.2117
H  1.6761  -5.9561  2.0953

Values from the calculation:
ΔE to the lowest compared entry with this formula, charge and spin = 0.000 eV
Orbital gap = 0.244 hartree
Net charge = +1
F_max = 0.043 hartree/bohr

Entry 2:
ORCA calculation (ωB97M-V with the def2-TZVPD basis set) on C30H35N4O4S2ScSe as an isolated structure.

Positions of all 77 atoms, in Å:
Sc  0.0730  -0.9834  0.3283
O  -2.0074  -0.9214  0.3807
C  -1.8136  0.1547  1.0293
O  -0.8651  0.9063  0.6287
C  -2.3704  0.2783  2.3995
C  -3.4042  1.1080  2.7934
C  -3.7893  1.1234  4.1258
C  -3.1166  0.3195  5.0393
C  -2.0673  -0.4937  4.6411
C  -1.6694  -0.5344  3.3064
S  -0.2695  -1.5300  2.8139
H  -3.9127  1.7317  2.0698
H  -4.5973  1.7636  4.4513
H  -3.4074  0.3317  6.0819
H  -1.5340  -1.0923  5.3706
C  2.2953  -2.5556  -5.1298
C  2.2066  -1.0733  -5.4734
C  3.1365  -0.2141  -4.6231
C  2.6999  -0.1072  -3.1721
N  1.4986  0.7118  -3.0170
C  0.2556  0.2718  -2.7524
Se  -0.2806  -1.4968  -2.4446
N  -0.5596  1.3404  -2.7136
C  -2.0108  1.3082  -2.5320
C  -2.7459  1.3973  -3.8571
C  -4.2593  1.3486  -3.6735
C  -4.8153  2.5451  -2.9111
C  0.1725  2.4949  -2.9564
C  -0.2097  3.8282  -3.0016
C  0.7934  4.7485  -3.2448
C  2.1265  4.3474  -3.4276
C  2.4993  3.0164  -3.3792
C  1.4852  2.0968  -3.1459
H  1.8028  -3.1699  -5.8833
H  1.8231  -2.7808  -4.1723
H  3.3371  -2.8807  -5.0762
H  1.1765  -0.7211  -5.3546
H  2.4536  -0.9233  -6.5266
H  3.2165  0.7915  -5.0441
H  4.1462  -0.6354  -4.6373
H  3.4706  0.3549  -2.5517
H  2.4614  -1.0804  -2.7416
H  -2.2565  2.1256  -1.8530
H  -2.2347  0.3703  -2.0187
H  -2.4149  0.5630  -4.4812
H  -2.4668  2.3170  -4.3820
H  -4.5285  0.4209  -3.1599
H  -4.7297  1.2967  -4.6574
H  -4.4843  2.5692  -1.8717
H  -5.9048  2.5380  -2.8919
H  -4.5035  3.4834  -3.3773
H  -1.2346  4.1311  -2.8419
H  0.5455  5.7995  -3.2875
H  2.8824  5.0997  -3.6044
H  3.5290  2.7174  -3.5091
O  1.9590  -0.0385  -0.0275
C  2.5042  -1.1822  0.0639
O  1.7868  -2.2301  0.0954
H  3.5915  -1.2691  0.1226
N  2.1823  -4.1058  2.5529
C  2.4531  -3.1691  3.5104
S  3.5368  -1.9446  3.2258
N  1.7855  -3.4135  4.6696
C  1.4211  -2.5580  5.7380
C  1.8500  -1.2491  5.9082
C  1.3650  -0.5131  6.9821
C  0.4702  -1.0535  7.8920
C  0.0529  -2.3665  7.7184
C  0.5242  -3.1102  6.6518
H  2.5257  -3.8554  1.6357
H  1.2684  -4.5324  2.5629
H  1.2229  -4.2518  4.6608
H  2.5373  -0.8097  5.2063
H  1.6995  0.5092  7.0986
H  0.1019  -0.4641  8.7200
H  -0.6439  -2.8192  8.4118
H  0.1821  -4.1304  6.5191

Values from the calculation:
ΔE to the lowest compared entry with this formula, charge and spin = 1.319 eV
Orbital gap = 0.278 hartree
F_max = 0.012 hartree/bohr

Entry 3:
ORCA calculation (ωB97M-V with the def2-TZVPD basis set) on C30H35Zr as an isolated structure in a non-equilibrium geometry.

Positions of all 66 atoms, in Å:
C  -4.4704  -0.2155  1.0894
C  -3.5952  -0.2238  2.3392
C  -4.4483  -0.2258  3.6048
C  -2.6138  -1.3880  2.3229
C  -1.9293  -1.8942  3.4792
C  -0.8680  -2.7406  3.0215
C  -0.8507  -2.7113  1.5836
C  -1.9289  -1.8662  1.1433
Zr  -0.4544  -0.2450  2.2688
C  1.2197  -0.2224  0.2264
C  0.7995  -0.2531  4.0747
C  -0.8289  2.2435  3.0399
C  -0.8097  2.2226  1.6011
C  -1.9056  1.4020  1.1547
C  -2.5992  0.9271  2.3315
C  -1.9060  1.4128  3.4918
H  -3.8909  -0.2124  0.1608
H  -5.1173  -1.1052  1.0875
H  -5.1133  0.6768  1.0963
H  -3.8523  -0.2303  4.5222
H  -5.0914  0.6660  3.6160
H  -5.0949  -1.1154  3.6101
H  -2.2386  -1.7283  4.5121
H  -0.2210  -3.3281  3.6576
H  -0.2032  -3.2766  0.9323
H  -2.2515  -1.7027  0.1186
H  1.9129  0.6331  0.4148
H  1.7053  -1.2261  0.2339
H  0.4932  -0.0651  -0.6035
H  1.5656  0.5387  4.0424
H  0.2202  -0.0831  4.9947
H  1.3330  -1.2058  4.2171
H  -0.1733  2.8174  3.6789
H  -0.1486  2.7786  0.9542
H  -2.2323  1.2534  0.1306
H  -2.2192  1.2458  4.5218
C  0.4015  -4.6736  -4.4862
C  1.0130  -3.4584  -3.8606
C  1.9887  -3.5763  -2.8783
C  2.5265  -2.4551  -2.2600
C  2.0608  -1.1313  -2.5618
C  2.4283  -0.0748  -1.6423
C  2.5499  1.3260  -2.0000
C  3.4566  2.1256  -1.2295
C  3.4200  3.5144  -1.2634
C  2.5339  4.1868  -2.1060
C  2.4690  5.6818  -2.1026
C  1.6941  3.4232  -2.9343
C  1.7156  2.0406  -2.9013
C  1.1329  -1.0360  -3.6315
C  0.5948  -2.1667  -4.2399
H  -0.3681  -4.3880  -5.2008
H  1.1606  -5.2667  -5.0065
H  -0.0512  -5.3225  -3.7295
H  2.3376  -4.5837  -2.5896
H  3.3047  -2.5797  -1.5040
H  3.1254  -0.3894  -0.8710
H  4.1785  1.6259  -0.5771
H  4.0946  4.0993  -0.6204
H  1.7120  6.0283  -2.8054
H  2.2200  6.0658  -1.1098
H  3.4327  6.1137  -2.3843
H  1.0135  3.9560  -3.6093
H  1.0336  1.5061  -3.5637
H  0.7860  -0.0693  -3.9826
H  -0.1586  -2.0746  -5.0197

Values from the calculation:
Orbital gap = 0.138 hartree
Net charge = -1
F_max = 0.088 hartree/bohr

Question: Among the records above, which one has the highest F_max?
Answer: C30H35Zr

Question: Which formula does entry 3 have?
Answer: C30H35Zr

Question: orbital gap of number 1 (C30H35N4O3)?
Answer: 0.244 hartree